16
Properties=species:S:1:pos:R:3 method="wB97M-V/def2-TZVPD" de_lowest_kj_mol=506.61 energy_ha=-379.8952 max_force_ev_per_a=2.8 homo_lumo_gap_ev="7.76 / 8.42"
C -0.44650 1.69444 1.48520
C 0.27038 -0.42110 -0.09333
C 0.61320 0.82724 -0.85463
C -0.76625 -1.15292 -0.93180
C -0.28934 0.27932 1.08363
O 1.33412 -1.30443 0.26706
N 1.45766 1.33213 -1.56632
N -0.62378 -2.39702 -1.12519
H 1.13932 -2.17122 -0.14113
H 2.32328 0.84429 -1.81616
H -1.39851 -2.80989 -1.64354
H -1.58568 -0.54271 -1.31915
H -0.56872 -0.42762 1.86131
H -1.42985 2.12059 1.25190
H -0.31321 1.79837 2.56914
H 0.28391 2.33053 0.97303

29
Properties=species:S:1:pos:R:3 method="wB97M-V/def2-TZVPD" de_lowest_kj_mol=112.91 energy_ha=-429.8976 max_force_ev_per_a=2.0 homo_lumo_gap_ev=9.86
C 0.43755 -0.76604 -1.51530
C -1.02800 -1.16926 -1.47206
C 1.27965 -2.04901 -1.50838
C 0.79501 0.27458 -2.60692
H 0.68728 -0.23350 -0.58265
H -1.68764 -0.30653 -1.66937
H 1.31327 -2.46695 -2.52560
H 2.29530 -1.93848 -1.14049
H 0.77529 -2.81054 -0.92058
H 1.09431 1.18443 -2.07040
H 1.64141 -0.08309 -3.18729
H -0.08451 0.60298 -3.16017
H -1.31534 -1.30103 -0.42098
H -1.28568 -1.99585 -2.12763
C -0.53913 2.90259 0.69416
C -1.40819 -0.44782 2.27572
C -0.16994 -0.89203 2.71611
C -1.54387 0.79717 1.66428
C -0.41012 1.46763 1.21074
C 0.97759 -0.23380 2.29919
C 0.85328 0.89064 1.47269
H -2.24179 -1.07906 2.55825
H -0.08871 -1.93820 2.99807
H -2.51673 1.20735 1.41499
H 2.01018 -0.49123 2.49618
H 0.01047 3.04776 -0.22672
H -0.08857 3.45944 1.52704
H 1.81934 1.17812 1.07369
H -1.58171 3.18971 0.73344

92
Properties=species:S:1:pos:R:3 method="wB97M-V/def2-TZVPD" de_lowest_kj_mol=72.17 charge=-1 energy_ha=-3255.6546 max_force_ev_per_a=2.3 homo_lumo_gap_ev=6.33
C 5.00652 0.33642 -0.63478
C 4.17239 0.09874 -1.85550
H 5.96029 -0.20588 -0.63665
H 4.43079 0.05301 0.25495
H 5.22168 1.41471 -0.54631
C 4.60917 -0.51718 -2.96548
C 5.96288 -1.12356 -3.15310
H 3.97732 -0.56710 -3.84500
H 6.48159 -1.31329 -2.20244
H 6.61381 -0.47653 -3.76853
H 5.87515 -2.08601 -3.68195
Pb -0.32494 -0.31222 0.82293
Cl 1.80841 -0.08144 2.09516
C -1.56863 0.29642 -2.52364
O -1.51074 -0.75187 -1.85113
N -2.40333 0.50883 -3.55758
C -3.37254 -0.49447 -3.97039
C -2.40563 1.77327 -4.28966
H -0.91039 1.16590 -2.32353
H -3.34188 -1.33562 -3.27398
H -3.14888 -0.83934 -4.98827
H -4.37463 -0.04747 -3.98149
H -1.69409 2.46075 -3.80888
H -3.41484 2.21715 -4.28454
H -2.09760 1.62184 -5.33640
H -4.67686 0.34799 3.33590
H -3.69116 2.26468 4.39227
C -4.02150 -0.34982 3.87141
C -2.99071 1.62648 4.95022
N -2.80614 0.33882 4.28563
H -3.77252 -1.19356 3.22165
C -1.59510 -0.11244 3.95736
O -1.37331 -1.05799 3.15840
H -2.01839 2.13215 5.00954
H -0.75867 0.42450 4.45026
H -4.54569 -0.70545 4.76553
H -3.38227 1.48711 5.96529
H 3.43347 -2.37162 -0.13443
H 2.85797 -2.95145 -2.83240
C 2.79775 -3.25820 -0.01090
C 2.19453 -3.70493 -2.38464
N 1.78189 -3.30195 -1.05159
H 2.33084 -3.22985 0.97540
C 0.48760 -3.06579 -0.79737
O 0.05201 -2.76063 0.33421
H 1.28892 -3.81363 -2.98851
H -0.17131 -3.16247 -1.68000
H 3.41471 -4.15914 -0.10760
H 2.71804 -4.66672 -2.32572
O 2.09106 -0.21211 -0.82557
C 2.70929 0.58816 -1.70949
C 1.38306 -0.42419 -3.64180
C 1.93917 0.71045 -3.05922
H 1.39251 -1.34910 -3.06140
C 0.80033 -0.36816 -4.91213
H 2.82968 1.63630 -1.32331
C 1.83208 1.93694 -3.71501
H 0.40389 -1.28501 -5.35356
C 0.74211 0.84989 -5.59472
C 1.25289 2.00321 -4.98877
H 2.21850 2.82814 -3.22108
H 0.34103 0.88398 -6.61198
H 1.19808 2.95859 -5.51363
Si 2.99529 -0.27004 5.05689
Cl 4.38705 -0.19673 3.43150
C 1.98675 -1.83079 4.88870
C 1.89462 1.25289 5.17101
C 4.09952 -0.26587 6.59147
H 1.57365 -1.91662 3.87233
H 1.14003 -1.82069 5.59122
H 2.59945 -2.72618 5.07547
H 4.68311 -1.19265 6.67202
H 3.49748 -0.17545 7.50247
H 4.80784 0.57573 6.57631
H 1.42015 1.45447 4.21121
H 2.47203 2.14226 5.45025
H 1.12055 1.08800 5.92980
C -5.78848 0.15308 0.42369
Si -4.90099 1.80701 0.25783
C -5.12144 2.31359 -1.53024
C -5.56003 2.97444 1.55587
C -3.12495 1.57549 0.65995
C -1.93502 1.39485 0.95138
H -6.87537 0.31310 0.40550
H -5.51729 -0.35694 1.35633
H -5.51117 -0.50120 -0.41424
H -5.96769 3.00688 -1.64176
H -4.22202 2.80909 -1.92046
H -5.33124 1.43323 -2.15813
H -5.44795 2.53598 2.55682
H -4.99130 3.91215 1.55348
H -6.62225 3.20270 1.40129

98
Properties=species:S:1:pos:R:3 method="wB97M-V/def2-TZVPD" de_lowest_kj_mol=202.53 charge=+1 spin_multiplicity=3 energy_ha=-2483.5082 s2=2.048 max_force_ev_per_a=5.4 homo_lumo_gap_ev="5.16 / 4.83"
C -0.99392 3.14518 -0.69361
C -0.29648 2.29258 -2.80283
C -1.24789 4.39658 -1.25802
C -0.32227 3.62445 -3.33993
C -0.87248 4.65335 -2.57930
H -1.73000 5.13841 -0.63194
H 0.02309 3.77038 -4.36470
H -0.97253 5.65389 -2.98832
N -0.47161 2.17010 -1.43053
P -0.20652 1.57700 1.59240
P -0.07309 -0.52765 -2.76140
C -1.27729 2.86484 0.79752
H -1.23449 3.81269 1.35439
H -2.31443 2.49921 0.89054
C -0.13889 1.10293 -3.57461
H 0.14257 1.21274 -4.61709
C 1.39292 -1.81167 -2.96602
C -1.62537 -1.07754 -3.75315
C 1.32574 2.54076 2.18074
C -1.20414 1.05709 3.15371
C 2.00189 -2.20840 -1.61513
H 1.24228 -2.51924 -0.88882
H 2.68100 -3.05776 -1.77161
H 2.59298 -1.40296 -1.18280
C 0.91167 -3.12267 -3.59617
H 0.25268 -3.67891 -2.91909
H 0.42551 -2.98718 -4.56590
H 1.79686 -3.75371 -3.75873
C 2.47456 -1.17089 -3.84011
H 3.27519 -1.91387 -3.98876
H 2.09603 -0.89861 -4.83580
H 2.92184 -0.28203 -3.36835
C -2.23251 -2.40686 -3.29716
H -2.57527 -2.37840 -2.25885
H -3.10105 -2.57015 -3.95086
H -1.55438 -3.25308 -3.43739
C -2.69610 0.01313 -3.58244
H -2.94857 0.18830 -2.53070
H -2.37929 0.96088 -4.03563
H -3.60514 -0.31830 -4.10024
C -1.23207 -1.18372 -5.24667
H -0.30527 -0.66559 -5.53084
H -1.14616 -2.23085 -5.56534
H -2.04742 -0.74903 -5.83894
C -0.27070 0.30696 4.11849
H -0.87354 -0.01952 4.98174
H 0.17588 -0.58226 3.64857
H 0.52833 0.95156 4.50593
C -2.36899 0.12210 2.79110
H -3.05131 0.56299 2.05323
H -2.02584 -0.85829 2.43800
H -2.95891 -0.05713 3.70603
C -1.80740 2.27271 3.88756
H -2.52360 1.89082 4.63050
H -1.06190 2.84292 4.44939
H -2.35237 2.95410 3.22278
C 1.77005 3.44886 1.02993
H 2.65698 4.01319 1.34955
H 2.05576 2.87289 0.14865
H 0.99072 4.16259 0.73576
C 2.48308 1.60483 2.57872
H 2.87194 1.02966 1.74148
H 3.30778 2.23792 2.93775
H 2.22055 0.88350 3.36269
C 1.07922 3.41792 3.41485
H 0.23094 4.10710 3.31039
H 0.97098 2.82732 4.33426
H 1.99124 4.02249 3.53532
Pt 0.16944 0.29198 -0.42054
C -1.47920 -0.53488 -0.34652
O -2.55890 -0.98042 -0.28502
N 2.27962 0.63138 -0.27805
C 3.47719 0.76430 -0.32153
C 4.53372 1.32354 -1.13712
C 5.88269 1.33057 -0.73790
C 4.14666 1.95818 -2.33871
C 6.82462 2.00880 -1.52064
H 6.15503 0.84444 0.19582
C 5.10239 2.58732 -3.13576
H 3.09031 2.01153 -2.61551
C 6.43157 2.64704 -2.70700
H 7.86133 2.08276 -1.19145
H 4.79291 3.03804 -4.08745
H 7.16086 3.21148 -3.29224
N 0.79980 -2.43778 1.70920
C 0.02742 -3.31744 2.41009
C -1.31026 -3.57446 2.03052
C -2.15501 -4.26721 2.89801
C -1.67441 -4.74812 4.12169
C -0.31313 -4.62479 4.43256
C 0.54717 -3.94162 3.57098
H 1.78417 -2.33998 1.92129
H 0.42514 -1.76994 1.02905
H -1.66469 -3.23222 1.05658
H -3.19286 -4.44075 2.60956
H -2.35421 -5.24540 4.81684
H 0.08403 -5.06770 5.34819
H 1.61290 -3.84482 3.79224

21
Properties=species:S:1:pos:R:3 method="wB97M-V/def2-TZVPD" de_lowest_kj_mol=1001.63 energy_ha=-366.0524 max_force_ev_per_a=5.3 homo_lumo_gap_ev=4.63
C -0.98815 1.95009 0.01261
O -2.94625 -0.30062 -0.16953
C 0.20619 1.61148 0.55744
C 0.27071 0.19710 1.12471
C -0.42446 -0.91436 0.38615
C 0.63349 -0.82964 -1.88528
C -0.45146 -0.98399 -1.12100
N 2.67302 -0.32700 0.60559
H -1.71458 1.14697 0.08315
H -1.10352 2.73459 -0.71675
H -3.88112 -0.18766 -0.37402
H 0.83926 2.38616 0.95258
H -0.10326 0.13515 2.16661
H 1.50152 -0.03182 0.89812
H -1.49381 -0.70252 0.63152
H -0.05122 -1.87711 0.79581
H 1.42165 -0.19739 -1.50683
H 0.96551 -1.45108 -2.69565
H -1.37012 -1.20431 -1.64458
H 3.32817 0.17748 1.18822
H 2.68842 -1.33150 0.71114